Record 1
Here is C17H32IMnN5O3PSe3 as an isolated structure at a distorted geometry from the Open Molecules 2025 dataset. Energies are from ωB97M-V/def2-TZVPD.

Last column: Mulliken spin population.
CARTESIAN COORDINATES (ANGSTROEM)
Mn (0.41051, -0.32145, -1.32819)  4.644
O (2.81483, -0.15591, -3.55993)  0.010
C (3.36370, 1.14045, -3.56493)  0.004
C (3.28940, 1.95181, -2.24855)  -0.032
C (4.33488, 3.06843, -2.45210)  0.001
O (4.37430, 4.03010, -1.41044)  0.000
C (3.75042, 1.15697, -1.01797)  0.024
Se (2.49349, -0.05621, -0.07297)  0.109
C (1.93168, 2.64495, -2.03437)  0.040
Se (0.25818, 1.70024, -2.55311)  0.081
H (1.88880, -0.06392, -3.81552)  -0.004
H (2.90197, 1.74111, -4.35689)  -0.001
H (4.42245, 1.01148, -3.81786)  0.001
H (4.13640, 3.55776, -3.41801)  0.000
H (5.33820, 2.63718, -2.49330)  0.001
H (3.47252, 4.32410, -1.24108)  0.000
H (4.05506, 1.85757, -0.24352)  0.001
H (4.61200, 0.54301, -1.28484)  0.003
H (1.89507, 3.56381, -2.62546)  0.001
H (1.79890, 2.88493, -0.97670)  -0.003
Se (-2.80237, 0.08316, -2.67055)  0.024
C (-3.70815, -1.37663, -2.15088)  -0.003
N (-4.28101, -2.31229, -1.75575)  0.008
C (-0.31755, 2.41084, 1.27106)  0.002
N (-1.45097, 1.68441, 1.82568)  0.000
C (-2.21154, 2.42737, 2.80959)  0.000
P (-1.59077, 0.04119, 1.64362)  0.017
O (-0.86067, -0.45734, 0.44933)  -0.031
N (-3.23382, -0.21565, 1.74161)  0.002
C (-3.65126, -1.62297, 1.74005)  -0.001
C (-4.11736, 0.64025, 0.94204)  0.000
N (-1.03588, -0.80776, 2.97785)  0.001
C (0.37775, -1.15978, 3.02371)  0.002
C (-1.63611, -0.61116, 4.28229)  0.000
H (-0.66485, 3.22411, 0.62721)  -0.002
H (0.30138, 1.74557, 0.67735)  -0.012
H (0.30527, 2.83316, 2.06908)  0.001
H (-2.51222, 3.38752, 2.37929)  0.000
H (-1.61964, 2.62958, 3.71101)  0.000
H (-3.10873, 1.87623, 3.08604)  0.000
H (-2.85933, -2.24061, 2.15936)  0.000
H (-3.87690, -1.96902, 0.72743)  0.000
H (-4.55088, -1.73818, 2.35203)  0.000
H (-3.60884, 1.55980, 0.66709)  0.000
H (-5.01307, 0.88419, 1.52368)  0.000
H (-4.42652, 0.14201, 0.02528)  0.000
H (0.80617, -1.11659, 2.02605)  0.003
H (0.50269, -2.17475, 3.41425)  0.000
H (0.94068, -0.47366, 3.66725)  0.000
H (-2.65271, -0.23793, 4.17309)  0.000
H (-1.06013, 0.09620, 4.89319)  0.000
H (-1.66936, -1.56382, 4.82091)  0.000
I (3.07926, -5.65640, -1.03049)  0.001
C (1.37563, -4.43601, -1.22143)  -0.011
C (0.12490, -4.94247, -0.89810)  0.016
C (-0.96630, -4.11445, -1.10499)  -0.021
C (-0.75738, -2.84553, -1.61202)  0.025
N (0.46075, -2.34337, -1.87441)  0.093
C (1.51710, -3.14940, -1.69203)  0.030
H (0.00607, -5.94557, -0.51306)  0.002
H (-1.97861, -4.43326, -0.89702)  -0.001
H (-1.60202, -2.21160, -1.84015)  -0.025
H (2.48458, -2.72578, -1.92981)  0.002

Properties
energy above the lowest of the compared OMol25 structures with the same formula, charge and spin: 5.56 kcal/mol
Kohn-Sham gap (spin up / spin down): 0.2157 / 0.2348 hartree
net charge: -1
⟨S²⟩: 8.762
LUMO level (spin up / spin down): 1.982 / 1.979 eV
spin multiplicity: 6

Record 2
Here is an isolated ion of composition C17H32N3O3 and charge +1 from the Open Molecules 2025 dataset. Energies are from ωB97M-V/def2-TZVPD.

Last column: natural (NBO) charge in e.
CARTESIAN COORDINATES (ANGSTROEM)
C (2.40819, 0.05377, -3.60958)  -0.640
C (1.79304, -1.32490, -3.42262)  -0.074
O (2.44153, -2.00178, -2.33805)  -0.498
C (1.76257, -2.22540, -1.22641)  0.931
O (0.58668, -1.91777, -1.05309)  -0.738
N (2.50569, -2.86802, -0.28530)  -0.432
C (1.93852, -3.08032, 1.03194)  -0.240
C (2.51096, -2.00009, 1.98842)  -0.243
N (2.98976, -0.90673, 1.16660)  -0.410
C (2.18033, 0.00019, 0.60357)  0.689
O (2.51429, 0.75345, -0.29814)  -0.647
C (0.72432, 0.13462, 1.09852)  -0.327
N (-0.02690, 0.51413, -0.11457)  -0.546
C (-1.39970, 1.07910, 0.06232)  -0.042
C (-2.28061, -0.00245, 0.70375)  -0.421
C (-3.75453, 0.03674, 0.27814)  -0.400
C (-4.68715, 0.86709, 1.16432)  -0.392
C (-4.25685, 2.30542, 1.46657)  -0.413
C (-3.74406, 3.07490, 0.24233)  -0.414
C (-2.27263, 3.48588, 0.33909)  -0.388
C (-1.30236, 2.40251, 0.82666)  -0.420
C (4.19742, -1.28093, 0.44100)  -0.246
C (3.94016, -2.65583, -0.23858)  -0.241
H (1.85438, 0.60066, -4.36636)  0.226
H (2.39368, 0.61258, -2.67616)  0.224
H (3.44122, -0.03913, -3.93219)  0.223
H (1.95389, -1.94667, -4.30593)  0.205
H (0.72012, -1.26662, -3.21523)  0.199
H (0.85303, -3.02275, 0.94283)  0.237
H (2.20700, -4.08190, 1.37360)  0.223
H (3.37143, -2.39006, 2.53470)  0.226
H (1.78097, -1.66269, 2.72125)  0.224
H (0.31182, -0.78291, 1.50582)  0.239
H (0.67236, 0.93306, 1.84203)  0.254
H (-0.05250, -0.36309, -0.69289)  0.484
H (0.60338, 1.17585, -0.61012)  0.458
H (-1.76269, 1.27901, -0.95105)  0.221
H (-1.88552, -0.97183, 0.38867)  0.215
H (-2.21848, 0.04845, 1.79123)  0.212
H (-3.81873, 0.37197, -0.75770)  0.199
H (-4.13752, -0.98495, 0.29442)  0.227
H (-4.82256, 0.34852, 2.11564)  0.208
H (-5.65957, 0.88765, 0.66926)  0.216
H (-5.12236, 2.81840, 1.88637)  0.228
H (-3.49885, 2.30375, 2.24842)  0.188
H (-3.90192, 2.48094, -0.65653)  0.193
H (-4.32419, 3.98824, 0.11014)  0.229
H (-1.94849, 3.83877, -0.64226)  0.208
H (-2.18489, 4.32629, 1.02961)  0.220
H (-1.45532, 2.22754, 1.89158)  0.213
H (-0.29601, 2.81353, 0.70625)  0.213
H (5.03625, -1.33321, 1.13627)  0.220
H (4.39413, -0.50573, -0.30007)  0.253
H (4.34903, -2.67549, -1.24613)  0.254
H (4.37826, -3.47180, 0.33763)  0.213

Properties
SMILES: CCOC(=O)N1CCN(C(=O)C[NH2+]C2CCCCCCC2)CC1
Kohn-Sham gap: 0.3934 hartree
net charge: +1
LUMO level: -2.010 eV

Record 3
Here is C17H33AsBCaNO3SSi as an isolated structure at a distorted geometry from the Open Molecules 2025 dataset. Energies are from ωB97M-V/def2-TZVPD.

Last column: natural (NBO) charge in e.
CARTESIAN COORDINATES (ANGSTROEM)
Ca (0.65582, 0.49352, 0.52853)  1.673
C (-4.45730, 0.98279, -2.52970)  -1.149
Si (-3.36988, 2.16615, -3.35491)  1.672
C (-4.12299, 3.84772, -3.08648)  -1.125
C (-3.19494, 1.57195, -5.13695)  -1.115
C (-1.48929, 2.12951, -2.91217)  -0.537
C (-0.59471, 2.43577, -3.95657)  -0.129
C (0.71018, 2.81638, -3.72483)  -0.338
C (1.16053, 2.47618, -2.45358)  0.063
N (0.46534, 1.81341, -1.52150)  -0.649
C (-0.90844, 1.96841, -1.58768)  0.098
S (-1.83687, 1.67770, -0.13013)  -0.469
H (-5.33612, 0.79837, -3.11861)  0.234
H (-4.66918, 1.38824, -1.55190)  0.260
H (-3.89040, 0.04596, -2.32750)  0.240
H (-5.09856, 3.90659, -3.60865)  0.234
H (-3.51931, 4.69873, -3.35399)  0.243
H (-4.32235, 3.97940, -2.01078)  0.252
H (-4.18411, 1.23789, -5.34182)  0.225
H (-2.52555, 0.67913, -5.14506)  0.233
H (-2.87885, 2.35176, -5.84687)  0.233
H (-1.00227, 2.44850, -4.96798)  0.207
H (1.25260, 3.37938, -4.49024)  0.226
H (2.19692, 2.70655, -2.22278)  0.189
C (3.51708, 0.01832, 5.30313)  -0.624
C (2.08451, 0.32254, 4.76388)  0.201
C (1.17536, 0.59930, 5.93918)  -0.638
O (2.05902, 1.64057, 3.97793)  -0.745
B (1.10982, 1.37929, 3.06958)  0.366
O (0.71617, 0.12595, 2.83447)  -0.890
C (1.47799, -0.78253, 3.76123)  0.227
C (0.39605, -1.76041, 4.32425)  -0.637
C (2.54350, -1.58112, 2.96516)  -0.653
H (3.95285, 0.87542, 5.86792)  0.230
H (4.13455, -0.30357, 4.48964)  0.211
H (3.46219, -0.83216, 6.07924)  0.200
H (1.44599, 1.56395, 6.39680)  0.231
H (1.33848, -0.16613, 6.73458)  0.195
H (0.12045, 0.62040, 5.64548)  0.216
H (-0.53026, -1.20000, 4.58796)  0.234
H (0.66779, -2.33053, 5.26280)  0.216
H (0.23021, -2.48339, 3.49934)  0.201
H (3.35409, -0.99065, 2.55667)  0.226
H (2.00263, -2.03577, 2.15584)  0.209
H (2.88269, -2.45031, 3.62489)  0.214
C (1.66734, -2.59037, -3.04986)  -0.985
As (0.96238, -2.57198, -1.23913)  1.935
C (1.87596, -4.00914, -0.30773)  -0.997
C (-0.95515, -2.75329, -1.16764)  -0.981
O (1.50078, -1.27330, -0.27051)  -1.264
H (2.65349, -2.08165, -2.88890)  0.266
H (1.12349, -2.09755, -3.83615)  0.265
H (1.78452, -3.61749, -3.38159)  0.247
H (2.26926, -4.72413, -1.08752)  0.241
H (1.16944, -4.52457, 0.41803)  0.255
H (2.72202, -3.58886, 0.27564)  0.275
H (-1.42592, -1.82026, -1.31073)  0.272
H (-1.23881, -3.15460, -0.19208)  0.257
H (-1.29020, -3.42194, -1.94960)  0.249

Properties
energy above the lowest of the compared OMol25 structures with the same formula, charge and spin: 24.96 kcal/mol
Kohn-Sham gap: 0.1702 hartree
LUMO level: -0.194 eV

Record 4
Here is C17H33BN6RuSi2 as an isolated structure at a distorted geometry from the Open Molecules 2025 dataset. Energies are from ωB97M-V/def2-TZVPD.

Last column: Mulliken spin population.
CARTESIAN COORDINATES (ANGSTROEM)
H (-0.31650, 3.08931, 0.88499)  0.003
N (0.20937, 1.84377, -0.74469)  0.167
B (0.83560, 0.90946, -3.05379)  -0.010
N (0.67942, 2.08774, -2.03858)  0.022
C (0.82057, 3.41774, -2.18889)  0.077
Ru (-0.32673, -0.01722, -0.13168)  3.075
H (1.15533, 3.81475, -3.13741)  -0.001
C (0.48651, 4.05085, -1.00365)  0.034
H (0.53043, 5.10281, -0.78327)  0.003
C (0.08050, 3.04737, -0.11901)  0.027
H (1.32288, 1.27470, -4.09436)  0.000
C (-2.24706, -3.01497, 1.36017)  0.006
H (-2.57626, -3.05454, 2.41010)  -0.001
H (-1.26700, -3.49769, 1.26124)  0.000
H (-2.97244, -3.54928, 0.73401)  0.001
N (-0.58844, 0.29156, -3.17927)  0.001
N (1.67014, -0.23999, -2.40416)  0.006
N (-1.24504, -0.18970, -2.06474)  0.044
N (1.28048, -0.80788, -1.19226)  0.189
C (-1.36868, 0.09900, -4.25608)  0.052
C (2.68189, -0.97055, -2.90870)  0.066
H (-1.00581, 0.42849, -5.21506)  0.001
H (3.04957, -0.73994, -3.89718)  0.000
C (-2.54669, -0.50644, -3.85027)  0.004
C (3.02936, -1.95864, -1.99654)  0.025
C (-2.44132, -0.68099, -2.46553)  0.004
C (2.11672, -1.84939, -0.93726)  0.038
H (-3.37334, -0.78096, -4.47153)  0.000
H (3.82827, -2.67108, -2.07616)  0.003
H (-3.14202, -1.09422, -1.75122)  0.000
H (1.99498, -2.42658, -0.03225)  -0.008
H (-2.18028, -1.96474, 1.00533)  -0.001
C (-1.28415, 2.44999, 3.37485)  0.010
Si (-1.69340, 0.77347, 2.62568)  0.000
C (-2.30954, -0.21527, 4.09949)  -0.003
C (-3.09764, 0.94450, 1.43327)  0.040
C (-0.18321, -0.10614, 1.83497)  0.050
Si (1.42507, 0.15746, 2.80066)  0.036
C (1.12483, -0.27984, 4.62101)  0.034
C (2.73240, -1.07056, 2.30557)  0.001
C (2.09300, 1.89619, 2.80171)  -0.001
H (-2.22051, 2.86710, 3.77703)  0.001
H (-0.89182, 3.18310, 2.66262)  -0.002
H (-0.58080, 2.38177, 4.21444)  -0.001
H (-3.16143, 0.32843, 4.53411)  -0.001
H (-2.66162, -1.20881, 3.80004)  -0.001
H (-1.55946, -0.34029, 4.88877)  0.000
H (-2.78682, 1.39263, 0.48165)  -0.007
H (-3.56120, -0.02748, 1.22890)  0.000
H (-3.85555, 1.58998, 1.90004)  0.005
H (-0.33977, -1.21778, 1.89793)  0.008
H (0.74394, -1.30743, 4.71208)  -0.001
H (2.09653, -0.22967, 5.13610)  0.005
H (0.43544, 0.40513, 5.12991)  -0.001
H (3.11356, -0.88387, 1.29566)  0.000
H (3.57543, -0.99982, 3.00878)  0.001
H (2.34416, -2.09719, 2.35387)  0.000
H (2.27712, 2.26343, 1.78609)  0.001
H (1.43813, 2.60848, 3.31612)  -0.001
H (3.05361, 1.88515, 3.33975)  0.001

Properties
energy above the lowest of the compared OMol25 structures with the same formula, charge and spin: 0.00 kcal/mol
Kohn-Sham gap (spin up / spin down): 0.2538 / 0.2166 hartree
net charge: +2
⟨S²⟩: 6.035
LUMO level (spin up / spin down): -8.762 / -9.614 eV
spin multiplicity: 5

| no. | E_tot (a.u.) |
| --- | --- |
| 1 | -10161.0124 |
| 2 | -1056.7906 |
| 3 | -4574.0055 |
| 4 | -1694.2671 |